Computed, not measured: a structure of composition C24H22Cl4IrN4O5 in a non-equilibrium geometry, with the ωB97M-V functional and the def2-TZVPD basis.

Properties
* HOMO level (alpha / beta): -12.4803 / -14.3581 eV
* energy relative to the best compared isomer or geometry (same formula, charge and spin): 0.000 eV
* <S²>: 8.8385
* calculated total energy: -94354.025 eV
* charge: +2
* spin multiplicity: 6

Last column: Löwdin charge in e.
Geometry (Å):
Ir 0.083 0.019 0.008  1.371
O 5.572 -5.411 -0.083  0.159
C 5.930 -4.139 -0.252  -0.475
O 7.064 -3.821 -0.458  0.170
C 4.862 -3.079 -0.190  -0.073
C 3.518 -3.307 -0.526  0.008
C 2.610 -2.282 -0.485  0.023
C 3.013 -0.963 -0.136  -0.228
C 4.377 -0.756 0.226  0.031
C 5.273 -1.786 0.169  0.030
N 2.118 0.043 -0.189  -0.073
C 2.589 1.362 -0.220  -0.021
C 1.686 2.392 -0.073  -0.246
C 2.028 3.766 -0.062  0.025
C 1.040 4.710 0.023  -0.021
C -0.295 4.292 0.098  -0.009
C -0.581 2.939 0.111  -0.089
N 0.365 2.005 0.036  -0.084
H 4.645 -5.535 0.145  0.110
H 3.194 -4.289 -0.848  0.126
H 1.577 -2.453 -0.752  0.087
H 4.722 0.213 0.557  0.117
H 6.317 -1.627 0.405  0.140
H 3.626 1.570 -0.434  0.130
H 3.072 4.042 -0.117  0.133
H 1.281 5.763 0.035  0.128
H -1.099 5.011 0.144  0.122
H -1.603 2.591 0.169  0.116
Cl -3.296 0.044 6.193  0.827
C -2.908 0.064 4.547  -0.673
C -3.920 0.204 3.596  -0.684
Cl -5.535 0.324 4.096  0.810
C -3.597 0.257 2.220  -0.542
Cl -4.816 0.450 1.065  0.880
C -2.250 0.166 1.770  -0.339
O -1.941 0.226 0.546  -0.128
C -1.187 -0.004 2.758  -0.363
O -0.008 -0.094 2.357  -0.013
C -1.553 -0.057 4.139  -0.544
Cl -0.324 -0.248 5.271  0.909
C -3.702 -3.267 -0.994  -0.026
N -2.425 -2.596 -1.205  -0.113
C -2.460 -1.529 -2.196  -0.017
C -1.320 -2.857 -0.487  -0.460
O -0.370 -2.030 -0.365  -0.187
N -1.210 -4.065 0.121  -0.128
C -0.256 -4.216 1.209  -0.021
C -1.616 -5.313 -0.515  -0.027
H -4.468 -2.502 -0.848  0.091
H -3.675 -3.894 -0.110  0.091
H -3.987 -3.867 -1.858  0.106
H -2.592 -1.954 -3.192  0.108
H -1.536 -0.960 -2.181  0.067
H -3.291 -0.858 -1.985  0.092
H -0.121 -3.268 1.721  0.087
H 0.716 -4.563 0.846  0.091
H -0.643 -4.956 1.909  0.103
H -2.048 -5.132 -1.494  0.092
H -2.332 -5.859 0.101  0.103
H -0.735 -5.946 -0.646  0.102

Computed, not measured: a structure of composition C7H12B11Br6ClO4Ti in a non-equilibrium geometry, with the ωB97M-V functional and the def2-TZVPD basis.

Properties
* HOMO level: -14.8559 eV
* energy relative to the best compared isomer or geometry (same formula, charge and spin): 0.719 eV
* calculated total energy: -478954.475 eV
* charge: +2
* spin multiplicity: 1

Last column: Löwdin charge in e.
Geometry (Å):
Ti -2.149 1.333 0.502  0.612
C -1.808 2.328 2.740  -0.108
C -3.187 2.429 2.477  -0.040
C -3.641 3.150 1.367  -0.027
C -2.719 3.767 0.509  -0.036
C -1.347 3.637 0.751  -0.099
C -0.887 2.913 1.867  -0.107
H -1.459 1.769 3.597  0.140
H -3.896 1.929 3.126  0.160
H -4.701 3.209 1.153  0.161
H -3.063 4.310 -0.363  0.159
H -0.632 4.077 0.066  0.143
H 0.177 2.778 2.020  0.100
Br 0.037 1.352 -0.918  1.031
B 0.966 -0.433 -1.043  -0.701
B 1.532 -1.452 -2.443  -0.105
C 1.752 -2.679 -1.399  0.024
B 0.195 -2.034 -1.250  -0.110
B 1.202 -3.380 -0.007  -0.056
B 3.062 -3.260 -0.511  -0.107
B 3.287 -1.912 -1.827  -0.196
B 2.719 -0.307 -1.458  -0.845
Br 3.578 1.346 -1.883  0.922
B 3.691 -1.538 -0.118  -0.891
Br 5.482 -1.143 0.378  0.961
B 2.407 -2.481 0.994  -0.819
Br 2.686 -2.773 2.857  0.948
B 1.009 -1.670 0.207  -0.388
Br -1.377 -0.512 1.677  0.732
B 2.315 -0.633 0.488  -0.910
Br 2.357 0.888 1.677  0.899
H 1.407 -1.434 -3.609  0.160
H 2.035 -1.791 -0.727  0.075
H -0.816 -2.519 -1.590  0.147
H 0.596 -4.370 0.138  0.158
H 3.638 -4.260 -0.722  0.162
H 3.940 -2.347 -2.703  0.174
O -2.846 -0.792 -1.597  -0.207
Cl -3.729 0.263 -1.306  0.823
O -3.909 0.340 0.237  -0.412
O -4.943 0.310 -1.965  -0.111
O -2.962 1.592 -1.390  -0.414

Computed, not measured: a cluster of 10 separate species, C18H59N15O10 in total in a non-equilibrium geometry, with the ωB97M-V functional and the def2-TZVPD basis.

Properties
* HOMO level (alpha / beta): -11.1285 / -11.1280 eV
* <S²>: 0.7543
* calculated total energy: -62442.182 eV
* charge: +1
* spin multiplicity: 2

Last column: Löwdin charge in e.
Geometry (Å):
C -0.235 -1.961 2.414  -0.871
O -0.883 -1.198 1.764  0.050
N -0.595 -2.261 3.615  0.183
N 0.835 -2.484 2.010  0.227
H -1.450 -1.855 3.967  0.135
H 0.183 -2.350 4.253  0.114
H 1.058 -2.469 1.025  0.075
H 1.441 -2.765 2.768  0.130
C 0.568 0.941 -3.981  -0.885
O 1.669 0.667 -4.034  0.095
N -0.184 0.730 -2.936  0.185
N -0.063 1.631 -4.833  0.192
H -1.166 0.854 -3.138  0.052
H 0.199 0.349 -2.083  0.053
H 0.390 1.828 -5.715  0.129
H -0.869 2.167 -4.544  0.127
C 2.633 -3.015 -0.587  -0.734
O 1.852 -2.053 -0.523  -0.036
N 2.311 -4.213 -0.728  0.225
N 3.930 -2.927 -0.610  0.206
H 2.983 -4.928 -0.968  0.144
H 1.351 -4.287 -1.032  0.105
H 4.616 -3.664 -0.680  0.131
H 4.308 -2.001 -0.466  0.107
C 1.811 4.265 -0.698  -0.853
O 1.071 5.180 -0.809  0.076
N 1.441 3.081 -0.957  0.223
N 3.082 4.329 -0.343  0.178
H 2.201 2.416 -0.955  0.083
H 0.476 2.820 -1.102  0.110
H 3.457 5.196 0.013  0.122
H 3.537 3.469 -0.070  0.088
C -3.394 -0.464 -2.404  -0.692
O -2.941 0.499 -3.012  0.001
N -3.247 -0.660 -1.096  0.205
N -3.943 -1.523 -3.062  0.158
H -2.680 0.033 -0.629  0.093
H -3.649 -1.474 -0.654  0.115
H -4.188 -1.291 -4.014  0.116
H -4.484 -2.173 -2.509  0.102
C 4.206 0.816 -1.079  -0.832
O 4.561 0.664 0.068  0.013
N 3.142 0.284 -1.549  0.194
N 4.900 1.461 -1.977  0.191
H 2.812 0.289 -2.503  0.084
H 2.589 -0.242 -0.887  0.066
H 4.507 1.503 -2.907  0.120
H 5.836 1.814 -1.838  0.126
C -4.824 2.420 -0.352  -0.050
C -3.748 3.498 -0.273  -0.460
C -2.300 2.962 -0.293  -0.189
O -1.890 2.207 0.833  -0.215
C -2.123 2.837 2.105  -0.071
N -3.910 4.296 -1.458  0.040
H -5.755 2.896 -0.043  0.083
H -4.558 1.628 0.347  0.065
H -4.845 1.885 -1.301  0.076
H -3.976 4.139 0.579  0.128
H -1.618 3.811 -0.345  0.112
H -2.120 2.319 -1.154  0.113
H -1.477 2.367 2.847  0.077
H -3.141 2.589 2.406  0.092
H -1.987 3.913 2.001  0.089
H -4.832 4.693 -1.346  0.078
H -3.368 5.113 -1.219  0.075
C -1.904 -6.631 -0.118  -0.034
C -1.301 -5.302 0.556  -0.375
C -1.461 -4.173 -0.480  -0.237
O -0.653 -4.257 -1.605  -0.201
C -0.680 -3.172 -2.564  -0.063
N -1.729 -4.955 1.937  0.053
H -2.992 -6.672 -0.161  0.075
H -1.470 -7.537 0.305  0.065
H -1.501 -6.642 -1.131  0.067
H -0.227 -5.487 0.595  0.112
H -1.271 -3.234 0.040  0.102
H -2.497 -4.114 -0.812  0.123
H -1.621 -2.951 -3.070  0.073
H -0.149 -3.505 -3.456  0.090
H -0.204 -2.225 -2.310  0.071
H -1.549 -5.780 2.491  0.069
H -1.225 -4.199 2.379  0.021
C 1.746 0.665 4.501  -0.033
C 2.008 0.834 2.997  -0.366
C 2.116 2.374 2.615  -0.042
O 1.120 3.129 3.309  0.021
C 1.148 4.441 3.052  -0.033
N 3.172 0.012 2.618  0.094
H 2.057 -0.315 4.862  0.079
H 0.737 0.958 4.793  0.083
H 2.441 1.354 4.979  0.087
H 1.185 0.538 2.347  0.120
H 1.972 2.492 1.541  0.129
H 3.056 2.820 2.939  0.179
H 1.770 4.986 3.762  0.151
H 0.170 4.873 3.264  0.128
H 1.481 4.626 2.030  0.111
H 3.023 -0.907 3.008  0.061
H 3.120 -0.093 1.615  0.041
O 0.267 0.122 -0.281  -0.070
H 0.720 -0.721 -0.275  -0.020
H -0.392 0.046 0.410  -0.001

Computed, not measured: a cluster of 10 separate species, C44H98N6O8 in total in a non-equilibrium geometry, with the ωB97M-V functional and the def2-TZVPD basis.

Properties
* HOMO level: -11.3015 eV
* calculated total energy: -72491.062 eV
* charge: +4
* spin multiplicity: 1

Last column: Löwdin charge in e.
Geometry (Å):
C -2.793 -0.622 -6.586  -0.072
C -3.811 -1.233 -7.581  -0.223
C -4.198 -2.604 -7.099  -0.163
N -5.422 -3.288 -7.634  -0.242
C -6.679 -2.335 -7.908  -0.095
C -7.529 -2.067 -6.770  -0.186
C -8.013 -3.344 -6.034  -0.144
C -6.808 -4.229 -5.617  -0.152
C -5.850 -4.495 -6.749  -0.079
C -5.018 -3.788 -8.927  -0.024
H -2.324 0.235 -6.924  0.055
H -2.072 -1.387 -6.293  0.085
H -3.388 -0.439 -5.717  0.069
H -3.241 -1.232 -8.553  0.135
H -4.637 -0.577 -7.725  0.093
H -4.258 -2.600 -5.995  0.138
H -3.306 -3.296 -7.259  0.162
H -6.401 -1.405 -8.362  0.124
H -7.191 -2.920 -8.657  0.128
H -6.996 -1.466 -6.057  0.113
H -8.246 -1.288 -7.161  0.160
H -8.527 -3.017 -5.131  0.120
H -8.620 -3.910 -6.750  0.125
H -6.457 -3.840 -4.661  0.117
H -7.188 -5.262 -5.379  0.145
H -4.904 -4.993 -6.525  0.141
H -6.314 -5.052 -7.544  0.127
H -4.464 -3.117 -9.476  0.087
H -5.912 -4.080 -9.492  0.123
H -4.421 -4.700 -8.772  0.130
C 2.412 1.282 8.772  -0.091
C 2.596 -0.017 9.501  -0.249
C 2.734 -1.117 8.524  -0.137
N 2.664 -2.567 9.020  -0.278
C 1.421 -2.889 9.799  -0.099
C 1.286 -4.399 10.048  -0.184
C 1.311 -5.247 8.847  -0.209
C 2.570 -4.981 8.080  -0.170
C 2.687 -3.511 7.806  -0.099
C 3.766 -2.858 9.847  -0.034
H 2.407 2.180 9.298  0.062
H 1.437 1.205 8.213  0.081
H 3.223 1.380 8.021  0.095
H 1.636 -0.126 10.085  0.139
H 3.522 0.075 10.088  0.122
H 3.720 -1.044 8.007  0.159
H 1.914 -1.076 7.823  0.112
H 0.566 -2.432 9.221  0.133
H 1.565 -2.420 10.824  0.162
H 0.366 -4.404 10.627  0.134
H 2.106 -4.641 10.746  0.122
H 0.287 -5.149 8.303  0.161
H 1.301 -6.295 9.137  0.124
H 2.773 -5.541 7.144  0.142
H 3.395 -5.367 8.729  0.138
H 1.772 -3.219 7.278  0.136
H 3.538 -3.237 7.198  0.135
H 4.081 -2.012 10.545  0.149
H 4.624 -3.116 9.246  0.121
H 3.584 -3.704 10.440  0.077
C 0.943 10.681 -3.499  -0.075
C 0.705 10.447 -1.941  -0.197
C -0.100 9.160 -1.565  -0.093
N -0.387 8.965 -0.079  -0.298
C -1.365 9.922 0.545  -0.090
C -2.871 9.699 0.194  -0.140
C -3.329 8.279 0.328  -0.190
C -2.327 7.385 -0.420  -0.164
C -0.951 7.624 0.178  -0.151
C 0.880 9.058 0.657  0.004
H 1.406 11.704 -3.543  0.088
H 0.070 10.799 -4.207  0.089
H 1.638 9.920 -3.903  0.077
H 0.266 11.323 -1.489  0.099
H 1.694 10.384 -1.483  0.098
H 0.355 8.217 -1.870  0.127
H -1.089 9.189 -2.094  0.138
H -1.143 10.911 0.319  0.111
H -1.227 9.804 1.606  0.135
H -2.999 10.008 -0.837  0.118
H -3.296 10.488 0.820  0.134
H -4.325 8.133 -0.045  0.110
H -3.425 7.943 1.411  0.142
H -2.348 7.591 -1.519  0.122
H -2.665 6.299 -0.547  0.146
H -0.221 6.903 -0.258  0.112
H -0.978 7.485 1.303  0.162
H 1.218 10.114 0.733  0.135
H 1.556 8.323 0.125  0.145
H 0.724 8.667 1.633  0.093
C 1.637 -2.849 -0.493  -0.075
C 2.829 -2.317 -1.355  -0.214
C 4.087 -3.049 -0.892  -0.117
N 5.299 -2.614 -1.735  -0.161
C 6.332 -3.738 -1.488  -0.164
C 7.543 -3.454 -2.204  -0.144
C 8.560 -4.439 -2.510  0.042
C 5.942 -0.129 -2.181  0.099
C 5.744 -1.116 -1.321  -0.011
C 4.992 -2.690 -3.287  0.035
H 1.939 -2.625 0.602  0.100
H 1.311 -3.890 -0.555  0.066
H 0.866 -2.031 -0.617  0.089
H 2.891 -1.326 -1.097  0.076
H 2.745 -2.292 -2.420  0.098
H 4.055 -4.082 -1.096  0.096
H 4.331 -2.834 0.136  0.135
H 6.441 -4.127 -0.453  0.152
H 5.669 -4.611 -2.016  0.138
H 7.671 -2.530 -2.644  0.065
H 10.610 -4.927 -0.335  0.047
H 8.448 -5.441 -2.154  0.021
H 9.400 -4.099 -3.119  0.056
H 6.104 0.920 -1.808  0.116
H 5.567 -0.205 -3.132  0.034
H 5.792 -1.005 -0.397  0.034
H -10.813 5.417 -2.444  0.038
H 5.656 -2.797 -4.076  0.100
H 4.605 -1.726 -3.496  0.068
H 4.311 -3.479 -3.346  0.052
C 5.812 -7.390 -3.686  0.016
C 4.726 -6.676 -3.161  -0.556
O 4.570 -5.460 -3.192  -0.017
N 3.795 -7.436 -2.527  -0.007
H 4.162 -8.360 -2.293  0.148
H -2.952 -1.677 7.662  0.167
C 2.515 -7.192 -1.980  -0.070
H 6.162 -6.948 -4.661  0.138
H 5.562 -8.433 -3.800  0.099
H 6.578 -7.241 -2.944  0.099
H 1.837 -7.841 -2.588  0.104
H 2.238 -6.183 -1.995  0.049
H 2.501 -7.708 -0.932  0.128
C -6.470 0.345 0.439  0.007
C -5.272 1.354 0.708  -0.520
O -4.456 1.529 -0.225  -0.025
N -5.219 1.977 1.905  -0.004
H -1.281 3.691 -3.509  0.122
H -5.957 1.808 2.611  0.154
C -3.929 2.548 2.310  -0.071
H -6.068 -0.414 -0.235  0.073
H -7.290 0.923 0.034  0.073
H -6.713 -0.072 1.442  0.076
H -3.913 3.628 2.252  0.071
H -3.176 2.108 1.582  0.097
H -3.653 2.167 3.277  0.069
O -0.963 0.598 8.255  0.100
C -1.342 -0.673 7.863  -0.631
O -2.674 -0.733 7.788  0.136
O -0.586 -1.478 7.431  0.116
H -1.842 1.080 8.303  0.157
O 0.476 5.382 -1.733  0.072
C 0.026 4.892 -3.002  -0.567
O 0.548 5.196 -4.034  0.165
O -0.977 4.077 -2.710  0.162
H -0.018 4.866 -1.149  0.058